1:
Entry from the Open Molecules 2025 dataset: a single C11H15NO molecule (the ωB97M-V functional and the def2-TZVPD basis).

Summary:
SMILES: CC(C)=CCOC1=C(C#N)CCC1
charge: 0
gap between HOMO and LUMO: 9.61 eV
molecular weight: 177.25 g/mol
E_HOMO: -8.73 eV
multiplicity: 1

Each atom is followed by the atoms it is bonded to, with distances in Å.
Positions of all 28 atoms, in Å:
1 C 3.403 -0.398 -1.463  C2 1.475, H14 1.100, H15 1.103, H16 1.038
2 C 2.548 -0.179 -0.282  C1 1.475, C3 1.462, C4 1.332
3 C 3.041 0.874 0.605  C2 1.462, H17 1.034, H18 1.075, H19 1.158
4 C 1.581 -1.023 0.077  C2 1.332, C5 1.486, H20 1.195
5 C 0.662 -0.968 1.244  C4 1.486, O6 1.483, H21 1.078, H22 1.081
6 O -0.707 -1.400 0.873  C5 1.483, C7 1.321
7 C -1.605 -0.538 0.433  O6 1.321, C8 1.343, C13 1.506
8 C -1.634 0.800 0.315  C7 1.343, C9 1.364, C11 1.528
9 C -0.710 1.682 0.796  C8 1.364, N10 1.133
10 N -0.058 2.479 1.267  C9 1.133
11 C -2.902 1.220 -0.427  C8 1.528, C12 1.542, H23 1.110, H24 1.116
12 C -3.838 0.006 -0.265  C11 1.542, C13 1.572, H25 1.085, H26 1.110
13 C -2.774 -1.151 -0.293  C7 1.506, C12 1.572, H27 1.041, H28 1.164
14 H 3.093 -1.165 -2.188  C1 1.100
15 H 4.451 -0.719 -1.339  C1 1.103
16 H 3.454 0.541 -1.902  C1 1.038
17 H 2.786 0.576 1.561  C3 1.034
18 H 4.108 0.909 0.482  C3 1.075
19 H 2.612 1.938 0.448  C3 1.158
20 H 1.491 -2.029 -0.562  C4 1.195
21 H 0.982 -1.599 2.057  C5 1.078
22 H 0.603 0.026 1.665  C5 1.081
23 H -2.809 1.576 -1.474  C11 1.110
24 H -3.523 2.109 -0.161  C11 1.116
25 H -4.407 -0.100 -1.183  C12 1.085
26 H -4.325 -0.053 0.730  C12 1.110
27 H -2.363 -1.294 -1.239  C13 1.041
28 H -3.158 -2.121 0.224  C13 1.164

***

2:
Entry from the Open Molecules 2025 dataset: a single C11H15NO molecule (the ωB97M-V functional and the def2-TZVPD basis).

Summary:
SMILES: C[C@H](N)Cc1ccc2c(c1)CCO2
charge: 0
gap between HOMO and LUMO: 8.70 eV
molecular weight: 177.25 g/mol
E_HOMO: -7.85 eV
multiplicity: 1

Each atom is followed by the atoms it is bonded to, with distances in Å.
Positions of all 28 atoms, in Å:
1 C -3.052 -0.392 0.088  C2 1.607, H14 1.158, H15 1.236, H16 1.180
2 C -2.448 -0.661 -1.376  C1 1.607, N3 1.488, C4 1.554, H17 1.141
3 N -1.955 -2.059 -1.514  C2 1.488, H18 1.059, H19 0.993
4 C -1.310 0.341 -1.717  C2 1.554, C5 1.555, H20 1.060, H21 1.127
5 C -0.093 0.127 -0.775  C4 1.555, C6 1.406, C10 1.449
6 C 0.765 -0.963 -1.006  C5 1.406, C7 1.382, H22 1.137
7 C 1.886 -1.175 -0.226  C6 1.382, C8 1.426, H23 1.092
8 C 2.252 -0.056 0.578  C7 1.426, C9 1.411, O13 1.394
9 C 1.542 1.158 0.691  C8 1.411, C10 1.406, C11 1.545
10 C 0.342 1.291 -0.029  C5 1.449, C9 1.406, H24 1.133
11 C 2.168 1.841 1.928  C9 1.545, C12 1.575, H25 1.041, H26 1.182
12 C 3.225 0.784 2.424  C11 1.575, O13 1.429, H27 1.152, H28 1.050
13 O 3.393 -0.169 1.372  C8 1.394, C12 1.429
14 H -3.781 -1.264 0.307  C1 1.158
15 H -3.566 0.731 0.154  C1 1.236
16 H -2.192 -0.449 0.894  C1 1.180
17 H -3.081 -0.292 -2.250  C2 1.141
18 H -2.119 -2.282 -2.536  N3 1.059
19 H -2.674 -2.529 -1.015  N3 0.993
20 H -0.973 0.071 -2.685  C4 1.060
21 H -1.664 1.411 -1.696  C4 1.127
22 H 0.431 -1.703 -1.803  C6 1.137
23 H 2.471 -2.097 -0.222  C7 1.092
24 H -0.427 2.106 0.141  C10 1.133
25 H 2.404 2.721 1.426  C11 1.041
26 H 1.317 1.946 2.743  C11 1.182
27 H 4.247 1.187 2.766  C12 1.152
28 H 2.892 0.378 3.334  C12 1.050

***

3:
Entry from the Open Molecules 2025 dataset: 2 unconnected molecules or ions with the total composition C11H15NO (the ωB97M-V functional and the def2-TZVPD basis).

Summary:
SMILES: Cc1c[nH]c2ccccc12.CCO
charge: 0
gap between HOMO and LUMO: 8.76 eV
molecular weight: 177.25 g/mol
E_HOMO: -7.93 eV
multiplicity: 1

Each atom is followed by the atoms it is bonded to, with distances in Å.
Positions of all 28 atoms, in Å:
1 C 3.222 2.526 0.039  C2 1.537, H11 1.128, H12 1.095, H13 1.078
2 C 2.639 1.106 0.124  C1 1.537, C3 1.410, C10 1.468
3 C 3.367 -0.063 -0.176  C2 1.410, N4 1.418, H14 1.031
4 N 2.569 -1.193 0.136  C3 1.418, C5 1.386, H15 1.057
5 C 1.445 -0.707 0.785  N4 1.386, C6 1.454, C10 1.404
6 C 0.323 -1.556 1.152  C5 1.454, C7 1.419, H16 1.017
7 C -0.851 -0.852 1.527  C6 1.419, C8 1.398, H17 1.008
8 C -0.957 0.538 1.415  C7 1.398, C9 1.367, H18 1.062
9 C 0.128 1.330 1.160  C8 1.367, C10 1.468, H19 0.996
10 C 1.405 0.696 0.807  C2 1.468, C5 1.404, C9 1.468
11 H 3.653 2.721 -0.985  C1 1.128
12 H 4.001 2.590 0.806  C1 1.095
13 H 2.229 2.928 0.159  C1 1.078
14 H 4.255 -0.364 -0.605  C3 1.031
15 H 2.942 -1.983 0.729  N4 1.057
16 H 0.375 -2.566 1.048  C6 1.017
17 H -1.693 -1.278 1.883  C7 1.008
18 H -1.945 0.889 1.577  C8 1.062
19 H 0.000 2.315 1.231  C9 0.996
20 C -2.386 -1.462 -1.281  C21 1.535, H23 1.021, H24 1.186, H25 1.166
21 C -3.220 -0.249 -1.715  C20 1.535, O22 1.437, H26 1.064, H27 1.125
22 O -4.557 -0.321 -1.193  C21 1.437, H28 1.011
23 H -2.628 -2.109 -0.528  C20 1.021
24 H -1.291 -1.008 -1.258  C20 1.186
25 H -2.252 -2.190 -2.181  C20 1.166
26 H -2.916 0.766 -1.612  C21 1.064
27 H -3.223 -0.479 -2.816  C21 1.125
28 H -4.633 -0.026 -0.228  O22 1.011

***

4:
Entry from the Open Molecules 2025 dataset: 3 unconnected molecules or ions with the total composition C11H15NO (the ωB97M-V functional and the def2-TZVPD basis).

Summary:
charge: 0
gap between HOMO and LUMO: 8.54 eV
molecular weight: 177.25 g/mol
E_HOMO: -8.25 eV
multiplicity: 1

Each atom is followed by the atoms it is bonded to, with distances in Å.
Positions of all 28 atoms, in Å:
1 C -2.343 0.481 3.908  H12 1.156, H13 1.193, H14 1.267, O28 1.522
2 C -2.147 -0.120 1.499  C3 1.486, C11 1.497, O28 1.413
3 C -2.811 -0.615 0.265  C2 1.486, C4 1.454, H15 1.079
4 C -1.915 -0.969 -0.824  C3 1.454, C5 1.489, H16 1.196
5 C -0.458 -0.688 -0.943  C4 1.489, C6 1.433, C10 1.266
6 C 0.237 -0.563 -2.190  C5 1.433, C7 1.666, H17 1.212, H18 1.165
7 C 1.892 -0.396 -2.097  C6 1.666, C8 1.459, H19 1.160, H20 1.208
8 C 2.028 0.857 -1.362  C7 1.459, C9 1.555, H21 1.269, N27 1.452
9 C 1.475 0.427 0.026  C8 1.555, C10 1.557, H24 1.049, H25 1.194
10 C -0.039 0.063 -0.014  C5 1.266, C9 1.557, C11 1.515
11 C -0.674 0.113 1.360  C2 1.497, C10 1.515, H26 0.985
12 H -1.590 1.338 3.723  C1 1.156
13 H -3.381 0.703 4.452  C1 1.193
14 H -1.877 -0.611 4.350  C1 1.267
15 H -3.865 -0.774 0.095  C3 1.079
16 H -2.420 -1.706 -1.620  C4 1.196
17 H -0.476 0.037 -2.965  C6 1.212
18 H 0.023 -1.630 -2.604  C6 1.165
19 H 2.348 -0.337 -3.163  C7 1.160
20 H 2.216 -1.338 -1.414  C7 1.208
21 H 1.529 1.628 -2.239  C8 1.269
22 H 3.966 -0.139 -2.107  no bonds
23 H 4.209 1.470 -0.203  no bonds
24 H 1.465 1.181 0.754  C9 1.049
25 H 2.322 -0.413 0.080  C9 1.194
26 H -0.171 0.419 2.149  C11 0.985
27 N 3.435 1.205 -1.443  C8 1.452
28 O -2.978 0.376 2.528  C1 1.522, C2 1.413

***

It is 2 that is most stable; the runner-up trails by 0.210 eV.